The following is a DFT calculation (ωB97M-V/def2-TZVPD) of a molecular structure, C6H14ClOV2.

Maximum force ... 0.16524 hartree/bohr
Net charge ... -2
Energy relative to the best compared isomer or geometry (same formula, charge and spin) ... 0.0 kcal per mole
HOMO level (alpha / beta) ... 0.0936 / 0.0030 Ha
Multiplicity ... 6

Last column: Mulliken spin population.
Element x y z (Å)
H 2.113 -0.527 2.913  0.006
H -2.100 0.837 -1.046  0.015
H -0.775 -0.654 -4.205  0.044
Cl 0.646 -1.370 -0.526  0.111
O 0.815 2.134 2.076  0.103
H 1.963 1.833 -1.507  0.033
C 0.720 0.923 2.199  -0.122
C -1.946 -1.107 1.880  -0.103
H -0.401 -2.120 -3.258  0.020
H -0.704 1.921 -0.536  0.034
C 1.828 0.976 -2.200  -0.176
H -2.921 -0.690 1.546  0.001
C -0.829 -1.098 -3.188  -0.108
C -1.032 0.878 -0.740  -0.244
C 1.402 0.219 3.325  -0.062
H 2.710 0.313 -2.085  0.014
V 0.132 0.015 -1.867  2.409
H -1.905 -1.207 -2.939  0.006
H 1.862 1.385 -3.233  0.047
H -1.941 -2.205 1.708  0.019
H -1.813 -0.903 2.965  0.031
H 0.643 -0.303 3.944  0.016
H 1.957 0.939 3.963  0.021
V -0.425 -0.188 0.813  2.883